one | C4H6F3NO2 | the ωB97M-V functional and the def2-TZVPD basis

Summary:
HOMO energy (spin up / spin down)   -7.74 / -7.74 eV

CARTESIAN COORDINATES (ANGSTROEM)
C  3.704  -0.628  2.132
C  -2.131  1.492  -1.224
C  -0.321  -0.172  -0.909
C  0.774  -0.287  0.084
N  -1.294  0.722  -0.621
O  3.456  -1.120  1.119
O  3.942  -0.147  3.151
F  0.019  -0.238  -2.245
F  0.461  -0.888  1.253
F  1.169  0.987  0.561
H  -2.069  1.591  -2.279
H  -2.907  1.957  -0.684
H  -2.442  -1.597  0.211
H  1.632  -0.813  -0.289
H  -1.380  0.832  0.351
H  -2.613  -1.692  -0.612

two | C4H6F3NO2 | the ωB97M-V functional and the def2-TZVPD basis

Summary:
Structure (SMILES)   F[C@@H]1OC1(F)F.[H]/N=C(\C)O
HOMO energy   -9.97 eV

CARTESIAN COORDINATES (ANGSTROEM)
F  -2.144  1.718  1.231
C  -1.880  1.086  0.036
O  -3.036  0.839  -0.723
C  -2.468  -0.236  -0.172
F  -3.180  -0.922  0.744
F  -1.877  -1.130  -1.031
H  -0.826  1.333  -0.279
H  1.017  -1.465  -1.500
N  0.790  -1.375  -0.543
C  1.435  -0.634  0.229
C  2.460  0.437  -0.258
O  1.264  -0.576  1.523
H  1.947  0.921  -1.154
H  3.436  -0.087  -0.409
H  2.586  1.163  0.492
H  0.477  -1.072  1.812

two comes first in stability; the runner-up is 0.0346 hartree higher.

one | C2H7O2 | the ωB97M-V functional and the def2-TZVPD basis

Summary:
Net charge   -1
HOMO energy   -2.95 eV

CARTESIAN COORDINATES (ANGSTROEM)
O  -1.860  0.758  0.458
H  -1.638  1.376  -0.241
C  0.359  -0.782  0.484
O  -0.670  -1.487  -0.058
C  0.850  0.270  -0.520
H  0.087  -0.222  1.546
H  1.250  -1.460  0.651
H  -1.427  -0.164  0.226
H  1.540  -0.228  -1.261
H  0.111  0.860  -1.211
H  1.399  1.079  -0.074

two | C2H7O2 | the ωB97M-V functional and the def2-TZVPD basis

Summary:
Net charge   -1
HOMO energy   -3.09 eV

CARTESIAN COORDINATES (ANGSTROEM)
O  1.455  -2.361  0.739
H  1.334  -3.047  0.076
C  -0.224  0.251  -0.561
O  -0.534  -0.924  0.043
C  -0.622  1.489  0.209
H  0.867  0.351  -0.764
H  -0.696  0.401  -1.577
H  0.632  -1.740  0.538
H  -1.680  1.775  0.091
H  -0.476  1.408  1.299
H  -0.055  2.396  -0.093

two comes first in stability; the runner-up is 0.0282 hartree higher.

one | C10H16 | the ωB97M-V functional and the def2-TZVPD basis

Summary:
Structure (SMILES)   CCc1ccccc1.CC
HOMO energy   -8.86 eV

CARTESIAN COORDINATES (ANGSTROEM)
C  -0.670  -3.045  -1.042
C  -0.183  -2.872  0.459
C  -0.324  -1.473  0.993
C  -1.638  -1.085  1.367
C  -1.758  0.278  1.864
C  -0.698  1.114  1.975
C  0.551  0.833  1.264
C  0.699  -0.452  0.888
H  0.034  -2.433  -1.516
H  -1.758  -2.695  -1.178
H  -0.588  -3.952  -1.677
H  -0.789  -3.533  1.085
H  0.968  -3.181  0.522
H  -2.492  -1.770  1.209
H  -2.797  0.487  2.156
H  -0.975  2.028  2.366
H  1.397  1.602  1.133
H  1.667  -0.617  0.399
C  0.914  3.187  -1.161
C  1.425  2.013  -1.833
H  0.035  3.008  -0.482
H  1.504  3.811  -0.577
H  0.378  3.836  -1.881
H  0.806  1.480  -2.632
H  1.965  1.267  -1.194
H  2.328  2.165  -2.507

two | C10H16 | the ωB97M-V functional and the def2-TZVPD basis

Summary:
Structure (SMILES)   Cc1ccccc1.CCC
HOMO energy   -8.93 eV

CARTESIAN COORDINATES (ANGSTROEM)
C  0.545  -1.535  -1.924
C  -0.068  -1.645  -0.566
C  -1.455  -1.586  -0.420
C  -2.030  -1.933  0.797
C  -1.248  -2.389  1.855
C  0.129  -2.376  1.730
C  0.705  -1.909  0.560
H  -0.198  -1.490  -2.717
H  1.269  -2.305  -2.205
H  1.157  -0.630  -2.041
H  -2.048  -1.202  -1.239
H  -3.098  -2.133  0.796
H  -1.755  -2.680  2.769
H  0.751  -2.649  2.579
H  1.769  -1.721  0.507
C  1.040  1.914  -1.074
C  0.442  3.107  -0.294
C  0.091  2.798  1.164
H  0.848  1.051  -0.433
H  2.101  1.982  -1.308
H  0.489  1.819  -2.012
H  1.064  3.999  -0.296
H  -0.467  3.362  -0.829
H  -0.899  2.345  1.273
H  0.775  2.075  1.601
H  0.091  3.730  1.727

three | C10H16 | the ωB97M-V functional and the def2-TZVPD basis

Summary:
Structure (SMILES)   Cc1ccccc1.CCC
HOMO energy   -8.93 eV

CARTESIAN COORDINATES (ANGSTROEM)
C  -1.818  -2.039  -0.047
C  -0.614  -1.500  0.634
C  -0.622  -0.897  1.864
C  0.495  -0.239  2.382
C  1.656  -0.210  1.659
C  1.772  -0.885  0.438
C  0.648  -1.469  -0.067
H  -1.612  -2.504  -1.008
H  -2.481  -1.198  -0.253
H  -2.389  -2.720  0.586
H  -1.564  -0.888  2.396
H  0.407  0.470  3.203
H  2.523  0.364  1.992
H  2.733  -0.858  -0.050
H  0.606  -1.926  -1.053
C  -0.896  2.837  -0.991
C  0.220  2.316  -1.885
C  -0.028  0.983  -2.528
H  -1.758  3.278  -1.489
H  -1.385  2.032  -0.420
H  -0.485  3.537  -0.263
H  1.139  2.230  -1.271
H  0.364  3.055  -2.675
H  0.863  0.383  -2.657
H  -0.569  1.034  -3.518
H  -0.940  0.536  -2.122

four | C10H16 | the ωB97M-V functional and the def2-TZVPD basis

Summary:
Structure (SMILES)   Cc1ccccc1.CCC
HOMO energy   -9.07 eV

CARTESIAN COORDINATES (ANGSTROEM)
C  2.649  -0.205  -0.551
C  1.350  0.020  -1.318
C  0.621  -1.125  -1.691
C  -0.582  -1.006  -2.341
C  -1.126  0.259  -2.550
C  -0.409  1.375  -2.192
C  0.813  1.273  -1.504
H  2.406  -0.455  0.474
H  3.177  0.752  -0.473
H  3.311  -0.870  -1.094
H  1.058  -2.083  -1.428
H  -1.089  -1.866  -2.758
H  -2.110  0.342  -2.988
H  -0.837  2.356  -2.330
H  1.283  2.179  -1.155
C  0.083  0.302  3.743
C  -1.058  0.160  2.756
C  -2.184  -0.776  3.289
H  0.776  -0.546  3.687
H  -0.328  0.208  4.750
H  0.654  1.225  3.702
H  -1.465  1.135  2.483
H  -0.764  -0.316  1.824
H  -2.228  -1.690  2.693
H  -1.936  -1.121  4.289
H  -3.150  -0.278  3.338

four comes first in stability; the runner-up is 0.0041 hartree higher.

one | C10H16 | the ωB97M-V functional and the def2-TZVPD basis

Summary:
Structure (SMILES)   Cc1ccccc1.CCC
HOMO energy   -8.91 eV

CARTESIAN COORDINATES (ANGSTROEM)
C  -1.422  2.048  2.899
C  -0.539  1.612  1.757
C  -0.669  0.262  1.379
C  0.226  -0.251  0.454
C  1.307  0.511  0.023
C  1.497  1.813  0.467
C  0.529  2.367  1.305
H  -1.501  1.261  3.646
H  -2.466  2.108  2.546
H  -1.145  3.076  3.138
H  -1.534  -0.278  1.731
H  0.004  -1.243  0.096
H  2.011  0.041  -0.652
H  2.344  2.349  0.062
H  0.636  3.375  1.696
C  -0.155  -1.108  -2.815
C  -0.468  -2.623  -2.764
C  0.028  -3.362  -1.514
H  -1.054  -0.681  -3.263
H  -0.047  -0.651  -1.816
H  0.750  -0.820  -3.333
H  -1.546  -2.748  -2.672
H  0.030  -3.053  -3.626
H  0.502  -4.341  -1.699
H  0.873  -2.853  -1.040
H  -0.748  -3.680  -0.814

two | C10H16 | the ωB97M-V functional and the def2-TZVPD basis

Summary:
Structure (SMILES)   Cc1ccccc1.CCC
HOMO energy   -8.85 eV

CARTESIAN COORDINATES (ANGSTROEM)
C  0.508  1.843  1.886
C  0.443  1.850  0.353
C  1.213  0.875  -0.359
C  1.181  0.687  -1.672
C  0.195  1.470  -2.422
C  -0.656  2.325  -1.739
C  -0.420  2.650  -0.398
H  0.595  2.848  2.291
H  1.217  1.241  2.363
H  -0.474  1.568  2.248
H  1.993  0.405  0.306
H  1.731  -0.058  -2.163
H  0.028  1.144  -3.375
H  -1.536  2.758  -2.297
H  -0.995  3.342  0.230
C  0.586  -2.323  1.222
C  -0.341  -2.699  0.042
C  -1.596  -1.913  -0.064
H  0.562  -2.930  2.126
H  1.729  -2.224  0.921
H  0.351  -1.315  1.546
H  -0.612  -3.728  0.274
H  0.251  -2.699  -0.890
H  -2.000  -1.864  -1.129
H  -1.628  -0.828  0.129
H  -2.323  -2.426  0.570

one comes first in stability; the runner-up is 0.0150 hartree higher.

one | C10H16 | the ωB97M-V functional and the def2-TZVPD basis

Summary:
Structure (SMILES)   Cc1ccccc1.CCC
HOMO energy   -9.12 eV

CARTESIAN COORDINATES (ANGSTROEM)
C  -2.136  0.062  1.923
C  -1.721  0.365  0.519
C  -2.121  -0.422  -0.523
C  -1.806  -0.026  -1.895
C  -1.271  1.191  -2.222
C  -0.717  1.903  -1.098
C  -0.947  1.477  0.195
H  -3.159  0.405  2.004
H  -1.585  0.563  2.853
H  -2.047  -0.970  2.185
H  -2.882  -1.185  -0.476
H  -2.178  -0.718  -2.666
H  -1.046  1.554  -3.161
H  -0.181  2.883  -1.186
H  -0.538  2.012  1.026
C  2.365  -1.597  1.899
C  2.624  -1.442  0.330
C  3.982  -0.694  -0.141
H  3.219  -2.099  2.410
H  1.435  -2.183  2.220
H  2.067  -0.557  2.007
H  2.580  -2.495  -0.108
H  1.921  -0.812  -0.173
H  3.679  0.225  -0.516
H  4.742  -0.387  0.754
H  4.453  -1.143  -1.091

two | C10H16 | the ωB97M-V functional and the def2-TZVPD basis

Summary:
Structure (SMILES)   Cc1ccccc1.CCC
HOMO energy   -9.06 eV

CARTESIAN COORDINATES (ANGSTROEM)
C  1.610  -2.051  -1.871
C  1.019  -0.674  -1.679
C  -0.262  -0.401  -2.155
C  -0.813  0.868  -2.028
C  -0.098  1.822  -1.318
C  1.068  1.493  -0.631
C  1.645  0.247  -0.852
H  1.514  -2.623  -0.952
H  2.669  -1.969  -2.155
H  1.231  -2.550  -2.762
H  -0.839  -1.224  -2.557
H  -1.743  1.215  -2.446
H  -0.442  2.843  -1.242
H  1.574  2.278  -0.079
H  2.618  0.070  -0.398
C  0.061  -0.487  2.622
C  -1.277  -0.425  1.878
C  -1.786  1.019  1.765
H  0.138  -1.407  3.197
H  0.216  0.319  3.340
H  0.913  -0.513  1.942
H  -1.282  -0.945  0.924
H  -2.000  -0.950  2.509
H  -1.052  1.607  1.215
H  -2.583  1.045  1.005
H  -2.096  1.395  2.730

two comes first in stability; the runner-up is 0.0639 hartree higher.

one | C10H16 | the ωB97M-V functional and the def2-TZVPD basis

Summary:
Structure (SMILES)   CCc1ccccc1.CC
HOMO energy   -8.94 eV

CARTESIAN COORDINATES (ANGSTROEM)
C  -1.063  1.631  -0.812
C  0.295  2.170  -0.385
C  0.879  1.322  0.748
C  1.306  1.912  1.957
C  1.499  1.222  3.138
C  1.336  -0.169  3.199
C  0.936  -0.805  2.014
C  0.876  -0.065  0.866
H  -1.180  1.873  -1.869
H  -1.834  2.072  -0.168
H  -1.175  0.558  -0.729
H  1.044  2.342  -1.170
H  0.245  3.184  0.011
H  1.403  2.996  1.922
H  1.573  1.899  3.986
H  1.365  -0.677  4.156
H  0.620  -1.841  2.097
H  0.497  -0.570  -0.026
C  -1.306  -3.036  -2.071
C  -0.788  -1.720  -2.644
H  -0.531  -3.592  -1.544
H  -2.196  -3.010  -1.443
H  -1.557  -3.744  -2.874
H  -0.460  -1.703  -3.678
H  -1.657  -1.057  -2.718
H  -0.126  -1.193  -1.964

two | C10H16 | the ωB97M-V functional and the def2-TZVPD basis

Summary:
Structure (SMILES)   Cc1ccccc1.CCC
HOMO energy   -9.04 eV

CARTESIAN COORDINATES (ANGSTROEM)
C  1.737  -0.752  2.015
C  0.813  0.354  1.661
C  1.328  1.622  1.305
C  0.501  2.546  0.711
C  -0.898  2.381  0.649
C  -1.421  1.198  1.119
C  -0.557  0.225  1.635
H  2.774  -0.517  1.773
H  1.532  -1.712  1.549
H  1.841  -0.862  3.095
H  2.397  1.769  1.400
H  0.876  3.463  0.290
H  -1.417  3.216  0.212
H  -2.468  0.919  1.173
H  -1.055  -0.711  1.858
C  -1.681  -1.576  -1.352
C  -0.652  -1.363  -2.461
C  0.606  -0.667  -1.939
H  -2.152  -0.636  -1.095
H  -2.378  -2.359  -1.662
H  -1.143  -2.011  -0.504
H  -0.247  -2.318  -2.824
H  -1.082  -0.885  -3.344
H  1.280  -0.422  -2.735
H  0.435  0.303  -1.444
H  1.030  -1.204  -1.084

two comes first in stability; the runner-up is 0.0218 hartree higher.